[1]
DFT (ωB97M-V with the def2-TZVPD basis set) results for a molecular structure, C20H31N5O5SSi in a non-equilibrium geometry.

Summary:
HOMO-LUMO gap in eV: 10.571
E_LUMO in eV: 0.5
Charge: 0

Each line ends with the Mulliken charge.
Geometry (Å):
C: -3.444160 -0.467692 -1.641299  -1.196
Si: -3.095830 1.107637 -0.701604  0.538
C: -2.436275 2.349285 -1.938391  -0.922
C: -4.667591 1.753841 0.070813  -1.112
O: -1.908179 0.890812 0.455447  -0.520
C: -1.203456 -0.324194 0.606769  -0.632
C: -0.097457 -0.471712 -0.435607  -0.038
C: 1.154385 0.278371 -0.041742  -0.030
O: 1.982740 -0.481536 0.856276  -0.399
S: 3.337139 0.330317 1.027957  1.057
O: 3.181196 1.372056 1.988118  -0.652
O: 4.398495 -0.599465 1.199458  -0.558
O: 3.338633 0.966690 -0.420602  -0.262
C: 2.130007 0.628725 -1.177411  -0.312
C: 2.419137 -0.460976 -2.170174  0.168
C: 1.595290 -0.622623 -3.276396  -0.152
C: 1.866086 -1.631121 -4.175905  -0.482
C: 2.968239 -2.441416 -3.948605  -0.450
N: 3.785154 -2.285153 -2.914440  -0.575
C: 3.508889 -1.314901 -2.048559  -0.286
H: -3.811970 -1.272645 -0.999750  0.334
H: -4.191649 -0.249587 -2.408799  0.465
H: -2.549959 -0.843703 -2.152213  0.398
H: -2.402798 3.367743 -1.547468  0.333
H: -3.022282 2.313177 -2.860399  0.334
H: -1.407373 2.077556 -2.206393  0.171
H: -4.508024 2.126993 1.084382  0.351
H: -5.042381 2.565628 -0.556754  0.252
H: -5.423556 0.966300 0.073879  0.353
H: -0.739025 -0.304491 1.600133  0.443
H: -1.862817 -1.198603 0.599488  0.273
H: 0.148390 -1.533603 -0.555234  0.443
H: -0.413141 -0.105332 -1.414760  -0.212
H: 0.853956 1.225184 0.423028  0.403
H: 1.802452 1.547247 -1.667525  0.641
H: 0.752995 0.043431 -3.437718  0.446
H: 1.237483 -1.784161 -5.044373  0.414
H: 3.202920 -3.244086 -4.640209  0.387
H: 4.200781 -1.209573 -1.219457  0.506
C: 3.917617 -1.657630 4.077570  -0.541
C: 3.696700 -2.076375 5.455879  0.189
N: 3.522926 -2.405633 6.540475  -0.383
H: 3.927883 -0.571321 4.011723  0.230
H: 4.870026 -2.040945 3.718539  0.313
H: 3.121997 -2.044411 3.443465  0.198
C: -8.655235 2.675734 -2.278125  -0.843
C: -7.536725 1.743226 -2.321512  0.395
N: -6.658919 1.006844 -2.351998  -0.364
H: -8.382402 3.552587 -1.693845  0.268
H: -8.916358 2.986831 -3.287666  0.278
H: -9.517274 2.196325 -1.818529  0.272
C: 5.557790 1.320690 -3.268641  -0.834
C: 4.289008 1.882152 -3.714001  0.584
N: 3.272598 2.301250 -4.040661  -0.505
H: 6.383589 1.828449 -3.763425  0.370
H: 5.653929 1.444657 -2.191163  0.208
H: 5.592930 0.258854 -3.508261  0.251
C: 0.591474 -2.914427 8.695397  -0.565
C: -0.493069 -1.999508 9.028372  0.288
N: -1.348504 -1.281159 9.287122  -0.358
H: 1.321242 -2.935748 9.502058  0.254
H: 0.194530 -3.917102 8.547967  0.258
H: 1.093440 -2.590721 7.785376  0.117

Forces on atoms 1 to 3 (eV/Å):
C 0.324 -0.173 0.032
Si -0.136 0.308 -0.343
C 0.327 -0.207 0.030

=====

[2]
DFT (ωB97M-V with the def2-TZVPD basis set) results for a molecular structure, C20H32B2FeN4O6PS2 in a non-equilibrium geometry.

Summary:
ΔE to the lowest compared entry with this formula, charge and spin in kJ/mol: 32.9
HOMO-LUMO gap (alpha / beta) in eV: 7.850 / 8.192
E_LUMO (alpha / beta) in eV: 0.1 / 0.4
Charge: 0
2S+1: 2

Each line ends with the Mulliken charge.
Geometry (Å):
Fe: 0.289486 0.360071 -0.666412  -0.191
C: -0.962242 3.567042 -2.375182  -0.744
N: -1.807598 3.236999 -1.244972  0.344
C: -3.177253 3.377906 -1.214715  -0.494
C: -3.570173 3.005095 0.023048  -0.743
N: -2.453656 2.646578 0.742202  0.077
B: -2.541398 2.412181 2.285501  0.823
N: -1.731778 1.163383 2.779537  0.147
C: -1.346093 1.086756 4.100483  -1.018
C: -0.997502 -0.189114 4.368635  -0.428
N: -1.154200 -0.891373 3.193085  0.392
C: -0.987046 -2.325646 3.048801  -0.965
C: -1.583278 -0.045364 2.224488  -0.134
S: -1.831521 -0.486089 0.572221  -0.431
C: -1.388491 2.778113 -0.045226  -0.178
S: 0.264726 2.456431 0.363746  -0.672
H: -1.512392 3.372925 -3.293042  0.387
H: -0.067941 2.955347 -2.342953  -0.006
H: -0.667560 4.615673 -2.337796  0.338
H: -3.734579 3.720225 -2.068276  0.510
H: -4.549922 2.957339 0.461549  0.482
H: -2.097534 3.369709 2.876857  -0.185
H: -3.717131 2.225495 2.508060  -0.207
H: -1.372115 1.954327 4.734835  0.521
H: -0.654696 -0.662635 5.271537  0.549
H: -0.178837 -2.660288 3.696321  0.319
H: -0.753648 -2.554119 2.012464  0.337
H: -1.907155 -2.843344 3.320492  0.339
C: -2.886035 -0.520608 -2.803931  -1.288
C: -1.568396 -1.209059 -2.475855  0.049
C: -1.031682 -1.979732 -3.672965  -1.229
O: -0.645865 -0.236942 -2.049913  0.784
H: -3.649705 -1.253462 -3.074143  0.392
H: -2.747653 0.164871 -3.646189  0.278
H: -3.236026 0.050339 -1.943336  0.148
H: -1.749263 -1.921722 -1.659468  0.452
H: -0.973229 -1.330876 -4.551304  0.318
H: -1.681669 -2.824811 -3.908525  0.401
H: -0.032308 -2.357451 -3.466518  0.190
C: 3.550410 1.517542 -0.124212  -0.435
O: 3.421568 1.120222 -1.502124  -0.452
P: 2.024628 0.622233 -2.070983  0.365
O: 1.872530 1.617915 -3.306189  -0.393
C: 0.845383 1.434072 -4.295108  -0.369
O: 2.406341 -0.683902 -2.910137  -0.289
C: 2.355128 -2.008859 -2.375940  -0.421
H: 4.489914 2.056178 -0.048042  0.381
H: 3.578090 0.641755 0.523651  0.216
H: 2.733042 2.168981 0.178161  0.183
H: 0.598736 2.421485 -4.677364  0.318
H: -0.032395 0.955784 -3.865760  -0.067
H: 1.241342 0.817393 -5.101110  0.259
H: 2.375929 -2.685187 -3.226759  0.377
H: 1.448190 -2.167559 -1.803422  -0.005
H: 3.222049 -2.196656 -1.741539  0.198
O: 1.391982 -2.199539 0.556951  -0.656
B: 1.002596 -0.856803 0.633268  1.593
O: 1.354624 -0.330108 1.884878  -0.212
C: 1.947031 -1.359415 2.572093  0.446
C: 2.442272 -1.359590 3.854337  -1.009
C: 2.969792 -2.567183 4.318975  -0.679
C: 2.992861 -3.702662 3.517123  -0.557
C: 2.492662 -3.682420 2.212352  -1.215
C: 1.969200 -2.489956 1.774455  0.871
H: 2.415624 -0.468660 4.467250  0.570
H: 3.369538 -2.616678 5.323237  0.403
H: 3.398804 -4.624832 3.911456  0.414
H: 2.515490 -4.557723 1.577360  0.502

Forces on atoms 1 to 3 (eV/Å):
Fe -1.615 0.616 0.078
C -0.022 0.031 0.025
N -0.027 -0.090 -0.127

=====

[3]
DFT (ωB97M-V with the def2-TZVPD basis set) results for a molecular structure, C20H32Br4NO15 in a non-equilibrium geometry.

Summary:
ΔE to the lowest compared entry with this formula, charge and spin in kJ/mol: 1878.6
HOMO-LUMO gap in eV: 8.512
E_LUMO in eV: 1.7
Charge: -1

Each line ends with the Mulliken charge.
Geometry (Å):
N: 0.078179 0.969631 -1.069844  0.001
O: 0.287579 0.230061 -2.021424  -0.540
O: 0.566089 2.101891 -1.116744  -0.723
O: -0.626701 0.638731 -0.146774  0.209
Br: 0.415939 3.371661 1.622416  0.077
C: 2.241109 3.316121 0.700986  -0.798
C: 2.730239 1.900231 0.649946  0.532
Br: 3.172079 1.337691 2.518556  -0.083
H: 2.968899 3.974191 1.175706  0.529
H: 2.119109 3.477211 -0.370114  0.392
H: 3.597059 1.833961 -0.007574  0.539
H: 1.889449 1.376001 0.195676  -0.918
Br: -2.271091 4.594301 -2.731004  -0.197
C: -1.156321 3.646851 -1.410074  0.054
C: -1.491841 4.220191 -0.094234  0.747
Br: -3.378921 3.862381 0.514846  -0.167
H: -0.104581 3.736301 -1.682034  0.394
H: -1.420991 2.594541 -1.513494  -0.225
H: -1.477221 5.307271 -0.015804  0.654
H: -0.792451 3.758121 0.602516  -1.088
C: 0.963809 -2.166089 -1.894184  -0.672
C: 2.021109 -2.416479 -2.980974  -0.733
C: 3.454499 -2.250599 -2.464734  0.171
O: 4.085719 -3.480829 -2.785874  -0.387
C: 3.221869 -4.347419 -3.390984  0.571
O: 3.460509 -5.436319 -3.857024  -0.593
O: 2.015639 -3.803829 -3.439644  -0.442
H: 0.801609 -1.103069 -1.715924  -0.652
H: 1.173639 -2.640139 -0.935354  0.895
H: 0.011459 -2.583799 -2.220744  1.032
H: 1.942199 -1.672289 -3.773474  0.381
H: 3.484249 -2.109229 -1.384354  0.091
H: 3.918119 -1.407529 -2.976994  0.228
C: -1.169771 1.394691 3.689706  -1.393
C: -2.173091 1.723801 2.466606  0.701
C: -2.069281 0.777591 1.246206  1.100
O: -3.322421 0.159091 1.067236  -0.202
C: -4.147011 0.599381 2.000426  0.575
O: -5.354111 0.336251 2.156086  -0.653
O: -3.460861 1.443181 2.902756  -0.390
H: -0.707901 0.410531 3.768516  0.197
H: -1.735091 1.576431 4.603756  0.503
H: -0.339671 2.100911 3.706436  0.332
H: -2.143101 2.792291 2.253246  0.108
H: -1.350511 0.014621 1.545106  -0.634
H: -1.831781 1.364031 0.358626  0.084
C: -1.569701 -1.131449 -2.505534  -1.762
C: -1.396381 -1.347159 -1.025644  1.820
C: -2.526051 -0.739659 -0.270354  0.501
O: -2.869671 -1.758979 0.632426  -0.437
C: -2.359231 -2.986759 0.186196  0.582
O: -2.641081 -4.066539 0.668556  -0.659
O: -1.447811 -2.722389 -0.711894  -0.501
H: -0.612821 -1.496769 -2.878394  0.635
H: -1.639261 -0.051499 -2.635814  0.280
H: -2.384381 -1.652219 -3.008714  0.496
H: -0.487391 -0.978959 -0.549974  -1.758
H: -3.436001 -0.437469 -0.788774  0.716
H: -2.101931 0.167791 0.159486  -0.603
C: 0.308179 -0.315769 2.296536  -0.627
C: 0.724659 -1.384219 1.319516  2.141
C: 1.918599 -0.949039 0.453036  0.547
O: 2.722589 -2.079139 0.439166  -0.690
C: 2.497039 -2.797739 1.619506  0.431
O: 3.216589 -3.704569 2.026866  -0.645
O: 1.367959 -2.388849 2.075826  -0.566
H: -0.377051 -0.646899 3.076876  0.440
H: -0.015201 0.605461 1.811916  -1.292
H: 1.173709 -0.076749 2.914456  0.682
H: -0.086791 -1.750039 0.690366  -0.145
H: 2.435329 -0.051789 0.793686  -0.583
H: 1.490649 -0.781159 -0.535274  0.388

Forces on atoms 1 to 3 (eV/Å):
N 2.245 1.728 -2.789
O 0.626 2.249 -1.026
O 1.398 -0.092 0.663

=====

[4]
DFT (ωB97M-V with the def2-TZVPD basis set) results for a molecular structure, C20H32F17NOPSSi2 in a non-equilibrium geometry.

Summary:
HOMO-LUMO gap in eV: 5.182
E_LUMO in eV: 1.8
Charge: -1

Each line ends with the Mulliken charge.
Geometry (Å):
O: -2.672838 -3.852438 7.266977  -0.560
C: -3.646689 -2.888424 6.864500  -0.775
C: -2.997432 -1.727338 6.120485  -0.562
C: -2.405651 -2.182751 4.779640  -0.303
C: -2.764407 -1.219377 3.613709  -0.469
P: -4.515408 -1.591945 3.111363  0.193
S: -5.468352 0.294216 2.832665  -0.364
C: -4.534327 -2.475686 1.455856  -0.832
C: -3.850839 -3.859178 1.478758  -1.300
C: -2.362242 -3.911905 1.196142  1.084
F: -2.077217 -5.187592 0.893335  -0.352
F: -1.616324 -3.640197 2.286271  -0.224
C: -1.850702 -2.974041 0.081819  0.332
F: -1.835352 -1.699331 0.442059  -0.233
F: -2.756135 -3.075258 -0.907893  -0.342
C: -0.477545 -3.403379 -0.539003  0.510
F: -0.789351 -4.346753 -1.434621  -0.331
F: 0.299821 -4.026147 0.329986  -0.265
C: 0.263242 -2.303237 -1.340537  0.721
F: 1.097140 -2.909102 -2.154274  -0.300
F: -0.646658 -1.744290 -2.137883  -0.298
C: 0.969885 -1.145872 -0.571172  0.794
F: 2.011738 -0.770784 -1.304798  -0.291
F: 0.199529 -0.092344 -0.498062  -0.235
C: 1.532306 -1.400221 0.852359  0.342
F: 1.938303 -0.214780 1.280372  -0.273
F: 0.598328 -1.760383 1.731986  -0.194
C: 2.798146 -2.326797 0.937178  0.631
F: 3.860013 -1.536203 0.857558  -0.295
F: 2.898393 -3.191104 -0.058562  -0.263
C: 2.940068 -3.030586 2.317875  0.570
F: 4.172865 -3.492400 2.388071  -0.286
F: 2.831251 -2.167890 3.278700  -0.257
F: 2.120756 -4.022278 2.465351  -0.195
H: -2.739003 -4.606543 6.671423  0.321
H: -4.158370 -2.559138 7.770834  0.383
H: -4.392881 -3.352707 6.209456  0.345
H: -2.156578 -1.429566 6.751307  0.352
H: -3.706221 -0.903372 6.033431  0.413
H: -1.323159 -2.296648 4.819725  0.462
H: -2.817704 -3.159265 4.501436  0.002
H: -2.032838 -1.251242 2.811315  -0.462
H: -2.783730 -0.212417 4.032758  0.890
H: -4.492417 1.175849 2.509886  0.148
H: -4.237200 -1.833945 0.629729  0.467
H: -5.596325 -2.664763 1.291693  0.478
H: -4.337797 -4.485884 0.738284  0.429
H: -4.003353 -4.285280 2.473077  0.423
C: 0.247348 6.596940 -4.673657  -1.031
Si: 1.697234 5.376833 -4.650852  0.132
C: 3.268907 6.415213 -4.847094  -1.057
C: 1.509337 4.302287 -6.199225  -1.062
N: 1.648173 4.496894 -3.212124  -0.146
Si: 2.765096 3.303861 -2.795847  -0.009
C: 4.538582 3.949321 -2.638960  -1.053
C: 2.778811 1.832946 -3.989585  -1.025
C: 2.304426 2.600446 -1.098822  -0.700
H: 0.254736 7.185271 -5.599660  0.263
H: -0.703507 6.062360 -4.618832  0.247
H: 0.312526 7.286859 -3.829748  0.254
H: 3.161575 7.129586 -5.673910  0.350
H: 4.139273 5.794460 -5.068808  0.311
H: 3.468008 6.983142 -3.936266  0.249
H: 0.664377 3.619598 -6.092220  0.247
H: 2.409612 3.717153 -6.397917  0.310
H: 1.329303 4.926651 -7.084361  0.356
H: 4.974115 4.181892 -3.612513  0.303
H: 5.183238 3.195642 -2.167561  0.350
H: 4.564871 4.847182 -2.018708  0.247
H: 1.762196 1.479919 -4.175374  0.233
H: 3.355407 0.998061 -3.568787  0.356
H: 3.239163 2.091194 -4.945343  0.339
H: 1.305181 2.163518 -1.125709  0.034
H: 2.322089 3.384999 -0.339151  0.358
H: 3.013183 1.818488 -0.799528  0.115

Forces on atoms 1 to 3 (eV/Å):
O -0.076 -0.191 -0.209
C -0.229 0.032 -0.155
C 0.562 -0.797 0.417

=====

| no. | calculated total energy (hartree) |
| --- | --- |
| 1 | -2118.38028 |
| 2 | -3903.10432 |
| 3 | -12260.07829 |
| 4 | -3927.65814 |